1.
Molecular formula: C51H58N6S4Si2SrTe
Method: DFT, the ωB97M-V functional and the def2-TZVPD basis

For the total energy, the calculation gives -4776.7005 Ha. Its total charge is +2. As for the LUMO energy: -4.417 eV. Its HOMO energy is -0.454 Eh.

Last column: Löwdin charge in e.
Positions of all 123 atoms, in Å:
Sr: -0.1784 0.0261 0.2551  1.078
N: 0.2939 -0.1259 2.4410  -0.505
S: 0.1081 0.7265 3.6116  0.753
N: 0.7113 2.2570 3.5857  -0.345
S: 0.0548 3.6225 3.3589  0.885
N: -0.6851 3.9641 2.0381  -0.362
S: -0.0888 3.6681 0.5431  0.747
N: -0.0282 2.2784 0.0641  -0.504
C: 1.4857 4.4890 0.4940  -0.322
C: 2.5932 3.6849 0.7400  -0.089
C: 3.8532 4.2649 0.7328  -0.052
C: 3.9925 5.6246 0.4746  -0.046
C: 2.8753 6.4181 0.2372  -0.049
C: 1.6079 5.8564 0.2524  -0.054
C: -1.1641 4.7334 -0.3721  -0.334
C: -2.2038 5.4402 0.2161  -0.065
C: -3.0438 6.1903 -0.5974  -0.060
C: -2.8350 6.2286 -1.9673  -0.050
C: -1.7887 5.5128 -2.5438  -0.046
C: -0.9468 4.7555 -1.7490  -0.064
C: -1.1603 4.0766 4.5632  -0.303
C: -2.4843 4.2821 4.2104  -0.065
C: -3.3896 4.6129 5.2096  -0.044
C: -2.9665 4.7310 6.5252  -0.039
C: -1.6304 4.5271 6.8600  -0.039
C: -0.7143 4.1975 5.8776  -0.063
C: 1.3743 4.7354 3.7392  -0.331
C: 1.0949 6.0901 3.5931  -0.061
C: 2.0600 7.0032 3.9748  -0.044
C: 3.2750 6.5580 4.4889  -0.040
C: 3.5364 5.2001 4.6188  -0.044
C: 2.5807 4.2659 4.2416  -0.055
C: -1.6033 0.9182 4.0766  -0.297
C: -2.0816 0.6034 5.3421  -0.032
C: -3.4443 0.7234 5.5947  -0.039
C: -4.3061 1.1559 4.5986  -0.050
C: -3.8152 1.4663 3.3350  -0.075
C: -2.4636 1.3387 3.0630  -0.102
C: 0.9396 0.1533 5.0634  -0.329
C: 1.0679 0.9218 6.2173  -0.080
C: 1.7402 0.3896 7.3025  -0.051
C: 2.2864 -0.8886 7.2200  -0.048
C: 2.1594 -1.6377 6.0599  -0.047
C: 1.4772 -1.1203 4.9663  -0.051
H: 2.4626 2.6275 0.9456  0.107
H: 4.7277 3.6535 0.9254  0.118
H: 4.9801 6.0702 0.4563  0.117
H: 2.9928 7.4774 0.0401  0.119
H: 0.7339 6.4702 0.0699  0.121
H: -2.3454 5.4143 1.2868  0.090
H: -3.8614 6.7479 -0.1562  0.118
H: -3.4897 6.8214 -2.5948  0.118
H: -1.6316 5.5461 -3.6146  0.118
H: -0.1369 4.1854 -2.1912  0.117
H: -2.7946 4.1806 3.1808  0.096
H: -4.4285 4.7827 4.9552  0.121
H: -3.6795 4.9932 7.2981  0.120
H: -1.3007 4.6441 7.8851  0.121
H: 0.3355 4.0818 6.1199  0.114
H: 0.1390 6.4217 3.1997  0.127
H: 1.8649 8.0634 3.8745  0.120
H: 4.0241 7.2796 4.7905  0.119
H: 4.4856 4.8630 5.0174  0.119
H: 2.7570 3.2021 4.3366  0.112
H: -1.4160 0.2545 6.1187  0.112
H: -3.8291 0.4731 6.5755  0.120
H: -5.3653 1.2510 4.8057  0.119
H: -4.4897 1.8196 2.5636  0.104
H: -2.0793 1.5969 2.0790  0.086
H: 0.6409 1.9145 6.2671  0.089
H: 1.8449 0.9688 8.2116  0.116
H: 2.8188 -1.2990 8.0686  0.117
H: 2.5926 -2.6283 6.0022  0.117
H: 1.3681 -1.6764 4.0440  0.102
N: 2.3385 1.6200 -1.9000  0.109
C: 2.8607 0.4921 -1.3540  -0.697
N: 2.1633 -0.4318 -0.7388  -0.030
C: 3.0079 -1.4937 -0.3620  -0.316
C: 2.6050 -2.6376 0.3197  -0.027
C: 3.5451 -3.6084 0.6198  -0.069
C: 4.8819 -3.4523 0.2516  -0.072
C: 5.2980 -2.3149 -0.4192  -0.073
C: 4.3476 -1.3460 -0.7122  -0.466
S: 4.5647 0.1779 -1.5272  1.118
H: 1.4867 1.9901 -1.4918  0.041
H: 2.9844 2.3009 -2.2597  0.098
H: 1.5706 -2.7660 0.6148  0.090
H: 3.2389 -4.5041 1.1460  0.110
H: 5.6005 -4.2254 0.4921  0.113
H: 6.3346 -2.1864 -0.7059  0.117
C: -7.4221 1.2015 -0.0835  -0.175
Si: -5.8583 1.4377 -1.0455  0.361
C: -6.1462 1.1031 -2.8423  -0.184
C: -5.1380 3.1356 -0.7936  -0.179
C: -4.5942 0.2291 -0.3334  -0.553
Te: -2.8027 0.0524 -1.4882  1.198
C: -3.1207 -1.9378 -2.1950  -0.576
Si: -2.9781 -3.3331 -0.9550  0.379
C: -2.9617 -4.9063 -1.9208  -0.172
C: -4.3441 -3.3362 0.2949  -0.177
C: -1.3444 -3.1251 -0.0542  -0.208
H: -8.2037 1.8874 -0.4283  0.044
H: -7.2720 1.3772 0.9875  0.031
H: -7.7970 0.1809 -0.2102  0.041
H: -6.8131 1.8619 -3.2631  0.044
H: -6.6238 0.1289 -2.9918  0.043
H: -5.2170 1.1223 -3.4145  0.016
H: -5.6386 3.8859 -1.4137  0.044
H: -4.0750 3.1407 -1.0648  0.016
H: -5.2271 3.4533 0.2526  0.033
H: -4.9942 -0.7858 -0.2707  -0.003
H: -4.2943 0.5212 0.6720  -0.022
H: -2.3539 -2.0855 -2.9624  0.017
H: -4.0797 -1.9220 -2.7178  0.020
H: -3.8945 -5.0380 -2.4765  0.045
H: -2.8453 -5.7681 -1.2562  0.044
H: -2.1372 -4.9202 -2.6395  0.043
H: -5.3323 -3.2949 -0.1740  0.046
H: -4.2565 -2.5021 0.9975  0.027
H: -4.2973 -4.2650 0.8740  0.047
H: -0.5664 -2.7545 -0.7363  0.021
H: -0.9933 -4.0872 0.3325  0.051
H: -1.4475 -2.4669 0.8149  0.009

Atoms 1-3, force components in eV/Å:
0.30 -1.56 -1.13
0.17 0.26 1.63
-0.03 -0.27 -0.07

2.
Molecular formula: C6H11N
Method: DFT, the ωB97M-V functional and the def2-TZVPD basis

For the total energy, the calculation gives -289.8642 Ha. Its total charge is 0. The SMILES is [H]/N=C/C.C=CC=C. As for the LUMO energy: 0.825 eV. Its HOMO energy is -0.322 Eh.

Last column: Löwdin charge in e.
Positions of all 18 atoms, in Å:
C: 2.1672 0.5718 -0.0938  -0.089
C: 1.0316 0.5528 0.8906  -0.385
N: 0.3166 1.5846 1.1157  0.078
H: 0.0290 1.6787 2.0885  0.049
H: 1.1628 -0.2826 1.6429  0.108
H: 3.0909 0.8696 0.4039  0.080
H: 2.3225 -0.4231 -0.5049  0.063
H: 1.9390 1.2759 -0.8906  0.078
C: -0.5385 -0.9040 -0.3935  -0.240
C: -1.7426 -0.0824 -0.4462  -0.211
C: -0.3224 -1.8313 0.5826  0.001
C: -2.1311 0.5820 -1.5285  0.016
H: -0.0368 -1.0347 -1.3455  0.109
H: -2.2305 0.0916 0.5045  0.103
H: -0.9298 -1.8489 1.4750  0.068
H: -2.9031 1.3345 -1.4872  0.054
H: -1.5842 0.5206 -2.4578  0.057
H: 0.3593 -2.6552 0.4446  0.062

Atoms 1-3, force components in eV/Å:
-0.97 -0.42 -0.85
1.52 0.71 2.55
1.01 0.26 -0.28

3.
Molecular formula: C17H14F2N4O
Method: DFT, the ωB97M-V functional and the def2-TZVPD basis

For the total energy, the calculation gives -1150.2345 Ha. Its total charge is 0. The SMILES is Cc1cc(NC(=O)Nc2ccc(F)c(F)c2)n(-c2ccccc2)n1. As for the LUMO energy: 0.279 eV. Its HOMO energy is -0.310 Eh.

Last column: Löwdin charge in e.
Positions of all 38 atoms, in Å:
C: -5.8961 -2.2562 -0.7381  -0.038
C: -4.5790 -1.6842 -0.3556  -0.348
N: -4.3715 -0.3835 -0.3138  0.138
N: -3.1039 -0.1986 0.0752  -0.030
C: -2.4812 -1.3909 0.2598  -0.233
C: -3.4057 -2.3782 -0.0024  0.035
H: -3.2590 -3.4380 0.0455  0.103
N: -1.1377 -1.5184 0.6268  0.147
C: -0.1287 -0.8491 -0.0377  -0.510
O: -0.3333 -0.0458 -0.9134  0.105
N: 1.1156 -1.1902 0.4518  0.137
C: 2.3512 -0.6706 0.0760  -0.221
C: 2.4932 0.3481 -0.8644  -0.004
C: 3.7498 0.8207 -1.1895  0.011
C: 4.8761 0.2903 -0.5856  -0.217
C: 4.7384 -0.7233 0.3531  -0.210
C: 3.4872 -1.2033 0.6848  0.051
H: 3.4142 -1.9916 1.4187  0.125
F: 5.8184 -1.2523 0.9538  0.087
F: 6.0952 0.7583 -0.9086  0.081
H: 3.8699 1.6081 -1.9158  0.125
H: 1.6173 0.7612 -1.3344  0.103
H: 1.1575 -1.8862 1.1825  0.142
H: -0.9195 -2.3682 1.1254  0.149
C: -2.6111 1.1024 0.2547  -0.203
C: -1.7572 1.4075 1.3077  -0.029
C: -1.2929 2.7011 1.4569  -0.079
C: -1.6912 3.6934 0.5772  -0.092
C: -2.5673 3.3916 -0.4522  -0.076
C: -3.0294 2.1000 -0.6167  -0.011
H: -3.7105 1.8425 -1.4117  0.110
H: -2.8863 4.1651 -1.1346  0.103
H: -1.3225 4.7009 0.6982  0.100
H: -0.6211 2.9358 2.2696  0.103
H: -1.4614 0.6412 2.0087  0.114
H: -6.2866 -2.8801 0.0646  0.077
H: -5.7964 -2.8731 -1.6300  0.077
H: -6.5944 -1.4491 -0.9374  0.075

Atoms 1-3, force components in eV/Å:
0.04 0.06 0.00
0.35 0.11 0.15
-0.83 0.22 -0.27

Number 1: Kohn-Sham gap 7.92 eV. Number 2: Kohn-Sham gap 9.59 eV. Number 3: Kohn-Sham gap 8.73 eV.